Entry from the Open Molecules 2025 dataset: one molecule with the formula C24H34N2O3 (ωB97M-V/def2-TZVPD).

For the total energy, the calculation gives -1270.13003 Eh. The energy above the lowest of the compared OMol25 structures with the same formula, charge and spin comes out at 67.7 kcal/mol. The lowest unoccupied orbital energy is 0.80 eV.

Structure (XYZ):
```
63
Properties=species:S:1:pos:R:3:lowdin_charge:R:1
C 4.50 2.40 2.65 -0.0764
H 4.98 2.81 3.54 0.0928
O 4.89 1.04 2.60 -0.0759
C 4.36 0.26 1.62 -0.2571
C 3.50 0.71 0.63 0.0175
C 2.99 -0.19 -0.30 -0.2114
C 3.36 -1.52 -0.25 0.0261
C 4.25 -1.97 0.72 -0.2642
C 4.74 -1.09 1.66 0.0570
H 5.42 -1.39 2.44 0.1148
O 4.55 -3.30 0.67 -0.0804
C 5.44 -3.82 1.63 -0.0898
H 5.05 -3.71 2.64 0.0959
H 5.54 -4.88 1.39 0.0923
H 6.43 -3.34 1.57 0.0961
H 2.97 -2.23 -0.97 0.1229
C 2.01 0.32 -1.32 -0.1284
N 0.83 0.85 -0.64 -0.1463
C 0.03 -0.18 0.00 -0.1335
C -0.91 -0.92 -0.96 -0.1621
N -1.77 0.05 -1.63 -0.1659
C -0.95 0.96 -2.39 -0.1360
H -1.59 1.68 -2.91 0.1187
C 0.00 1.74 -1.46 -0.2864
C -0.77 2.72 -0.57 -0.1295
H -1.46 2.17 0.08 0.1052
H -1.36 3.38 -1.21 0.1204
C 0.16 3.57 0.29 -0.2636
O 0.83 2.84 1.29 -0.0881
H 1.12 2.01 0.86 0.0381
H -0.41 4.35 0.81 0.1154
H 0.89 4.07 -0.36 0.1161
H 0.68 2.33 -2.09 0.1471
H -0.35 0.43 -3.15 0.1289
C -2.80 -0.59 -2.43 -0.2016
C -3.96 0.35 -2.75 -0.1705
H -4.73 -0.23 -3.26 0.1121
H -3.63 1.14 -3.44 0.0997
C -4.53 1.00 -1.49 -0.1526
C -5.06 -0.03 -0.53 -0.2436
C -6.28 -0.65 -0.76 -0.0457
C -6.75 -1.63 0.09 -0.0874
C -6.00 -2.01 1.19 -0.0984
C -4.78 -1.40 1.43 -0.0823
C -4.32 -0.42 0.57 -0.0494
H -3.36 0.05 0.76 0.1031
H -4.19 -1.69 2.29 0.1015
H -6.37 -2.77 1.86 0.0984
H -7.71 -2.10 -0.10 0.1002
H -6.88 -0.35 -1.62 0.1130
H -5.34 1.68 -1.78 0.1166
H -3.75 1.58 -1.01 0.0982
H -2.38 -1.00 -3.37 0.1254
H -3.19 -1.43 -1.85 0.1182
H -1.53 -1.61 -0.39 0.1206
H -0.32 -1.51 -1.69 0.1237
H 0.70 -0.89 0.48 0.1255
H -0.58 0.29 0.78 0.1206
H 2.47 1.14 -1.88 0.1342
H 1.77 -0.49 -2.03 0.1180
H 3.21 1.74 0.57 0.1033
H 3.41 2.50 2.74 0.0917
H 4.84 2.95 1.77 0.0972
```

Entry from the Open Molecules 2025 dataset: one molecule with the formula C2H3FS3 at a distorted geometry (ωB97M-V/def2-TZVPD).

For the total energy, the calculation gives -1372.39419 Eh. The energy above the lowest of the compared OMol25 structures with the same formula, charge and spin comes out at 3.7 kcal/mol. The lowest unoccupied orbital energy is -0.50 eV.

Structure (XYZ):
```
9
Properties=species:S:1:pos:R:3:lowdin_charge:R:1
C -0.86 0.00 0.67 -1.6164
C 1.34 0.20 -1.02 -0.4575
F 1.85 0.86 -2.14 -0.0867
S 0.10 -1.16 1.28 0.6280
S -2.40 0.42 1.26 0.7126
S -0.29 1.06 -0.63 0.8334
H 1.11 -0.79 -1.20 0.0248
H 1.91 0.17 -0.11 0.0470
H -2.74 -0.75 1.90 -0.0852
```

Entry from the Open Molecules 2025 dataset: one molecule with the formula C7H8Cl2O2S at a distorted geometry (ωB97M-V/def2-TZVPD).

For the total energy, the calculation gives -1740.49201 Eh. The energy above the lowest of the compared OMol25 structures with the same formula, charge and spin comes out at 29.8 kcal/mol. The lowest unoccupied orbital energy is -0.31 eV.

Structure (XYZ):
```
20
Properties=species:S:1:pos:R:3:lowdin_charge:R:1
C 0.74 1.75 1.34 -0.0759
C 1.99 1.08 1.00 -0.0952
C -0.38 1.57 0.66 -0.0949
C 2.00 0.37 -0.13 -0.7499
C -0.45 0.48 -0.35 -0.3828
C 0.86 0.27 -1.05 -0.6883
C -2.05 -1.91 -0.81 -0.0809
O -1.54 -1.07 1.75 -0.3039
O 0.35 -1.94 0.50 -0.3090
S -0.84 -1.21 0.52 0.6545
Cl 3.49 -0.36 -0.51 0.7388
Cl 0.93 1.48 -2.42 0.6296
H 0.82 2.39 2.16 0.0966
H 2.67 1.17 1.77 0.0971
H -1.39 2.08 0.94 0.1561
H -1.36 0.49 -0.93 0.0969
H 0.80 -0.86 -1.44 0.1474
H -2.93 -1.32 -0.74 0.0361
H -1.52 -1.45 -1.65 0.0402
H -2.20 -3.00 -0.59 0.0874
```

Entry from the Open Molecules 2025 dataset: a 11-piece molecular cluster, C90H132BrN16O4P overall at a distorted geometry (ωB97M-V/def2-TZVPD).

For the total energy, the calculation gives -7596.35111 Eh. The lowest unoccupied orbital energy is -18.56 eV. As for the charge: +10.

Structure (XYZ):
```
244
Properties=species:S:1:pos:R:3:lowdin_charge:R:1
P -0.56 0.27 -0.11 0.0953
O -0.61 -0.48 1.27 -0.4516
O -1.73 -0.29 -1.01 -0.4598
O 0.84 -0.01 -0.88 -0.4691
O -0.80 1.86 0.12 -0.4597
C -2.58 1.81 -5.00 -0.0978
C -3.54 1.07 -4.06 -0.2239
C -4.74 0.50 -4.83 -0.1006
N -5.84 -0.08 -3.88 -0.2026
C -6.41 1.06 -3.01 -0.1197
C -7.66 0.77 -2.19 -0.1629
C -8.79 0.38 -3.17 -0.1419
C -8.38 -0.81 -4.11 -0.1113
C -6.98 -0.59 -4.82 -0.0599
C -5.27 -1.16 -2.94 0.0344
H -2.47 1.13 -5.85 0.0740
H -1.54 1.95 -4.70 0.0487
H -3.00 2.74 -5.39 0.0955
H -3.73 1.81 -3.28 0.0938
H -3.00 0.24 -3.60 0.0813
H -4.46 -0.29 -5.53 0.1395
H -5.18 1.24 -5.49 0.1433
H -6.64 1.90 -3.67 0.1505
H -5.62 1.49 -2.38 0.0921
H -7.88 1.74 -1.73 0.1210
H -7.58 0.05 -1.38 0.1046
H -9.09 1.21 -3.81 0.1301
H -9.66 0.06 -2.61 0.1283
H -9.16 -1.12 -4.81 0.1357
H -8.28 -1.73 -3.54 0.0991
H -7.07 0.11 -5.66 0.1362
H -6.70 -1.54 -5.27 0.1311
H -6.15 -1.67 -2.53 0.0994
H -4.69 -0.75 -2.11 0.0829
H -4.73 -1.89 -3.53 0.0960
C 5.50 -6.70 4.69 -0.0725
C 5.38 -5.50 5.63 -0.2339
C 3.99 -5.05 6.04 -0.1007
N 3.93 -4.05 7.23 -0.2250
C 4.56 -2.66 6.98 -0.0940
C 3.78 -1.77 6.01 -0.1546
C 2.29 -1.68 6.37 -0.2078
C 1.64 -3.02 6.54 -0.1970
C 2.37 -3.79 7.60 -0.0313
C 4.69 -4.52 8.42 0.0142
H 4.90 -6.59 3.79 0.0644
H 5.11 -7.55 5.25 0.0919
H 6.52 -6.98 4.40 0.0981
H 5.99 -4.66 5.30 0.1069
H 5.90 -5.85 6.53 0.1165
H 3.41 -5.89 6.42 0.1408
H 3.43 -4.57 5.24 0.1071
H 5.51 -2.81 6.47 0.1286
H 4.82 -2.20 7.93 0.1493
H 3.83 -2.12 4.98 0.0962
H 4.19 -0.76 5.97 0.1229
H 1.79 -1.22 5.51 0.0857
H 2.13 -1.05 7.25 0.1308
H 1.63 -3.37 5.51 0.0800
H 0.59 -2.91 6.79 0.1309
H 1.95 -4.78 7.78 0.1391
H 2.43 -3.38 8.60 0.1474
H 4.43 -3.90 9.28 0.1181
H 5.77 -4.40 8.28 0.1287
H 4.25 -5.48 8.66 0.1321
C -2.02 4.23 -2.50 0.0389
N -0.51 4.11 -2.60 -0.0131
C 0.06 2.86 -2.42 0.0198
C 1.45 2.76 -2.47 -0.0038
C 2.27 3.79 -2.82 -0.1575
C 1.67 5.05 -3.01 0.0614
C 0.29 5.16 -2.89 0.0362
C 3.74 3.64 -2.83 -0.1174
C 4.45 2.90 -1.87 0.0226
C 5.83 2.79 -1.78 -0.0120
N 6.56 3.48 -2.66 -0.0646
C 6.02 4.24 -3.68 0.1095
C 4.58 4.33 -3.73 0.0798
C 8.06 3.29 -2.58 0.0757
H -2.36 5.23 -2.25 0.0994
H -2.37 3.60 -1.68 0.0763
H -2.55 3.94 -3.40 0.0838
H -0.61 2.05 -2.20 0.0950
H 1.87 1.82 -2.16 0.0871
H 2.25 5.93 -3.26 0.1395
H -0.25 6.07 -3.11 0.1619
H 3.90 2.29 -1.17 0.0977
H 6.26 2.22 -0.97 0.1343
H 6.64 4.78 -4.38 0.1654
H 4.18 5.04 -4.44 0.1348
H 8.37 2.60 -1.80 0.1098
H 8.57 4.25 -2.52 0.1270
H 8.26 2.84 -3.55 0.1183
C -6.35 -9.08 -1.77 0.0569
N -5.49 -8.15 -1.02 -0.0499
C -4.15 -8.12 -1.33 0.0533
C -3.27 -7.25 -0.71 0.0630
C -3.75 -6.46 0.37 -0.1171
C -5.15 -6.61 0.75 0.0646
C -5.96 -7.36 -0.03 0.0224
C -3.01 -5.55 1.20 -0.1272
C -2.22 -4.51 0.60 0.0584
C -1.40 -3.62 1.30 -0.0083
N -1.43 -3.77 2.63 -0.0709
C -2.13 -4.71 3.34 0.0770
C -2.92 -5.59 2.59 0.0749
C -0.43 -2.94 3.32 0.0093
H -6.57 -9.93 -1.13 0.1358
H -5.85 -9.49 -2.65 0.1172
H -7.29 -8.63 -2.10 0.1275
H -3.86 -8.77 -2.14 0.1568
H -2.25 -7.12 -1.04 0.1280
H -5.77 -5.97 1.36 0.1456
H -7.02 -7.48 0.14 0.1696
H -2.17 -4.36 -0.47 0.0970
H -0.84 -2.83 0.80 0.1103
H -1.92 -4.75 4.40 0.1627
H -3.42 -6.37 3.15 0.1512
H 0.16 -2.39 2.60 0.0716
H 0.21 -3.58 3.92 0.0898
H -0.98 -2.39 4.09 0.0971
C 4.15 -1.99 1.06 -0.0026
N 3.80 -0.62 1.25 -0.0806
C 4.82 0.31 1.31 0.0145
C 4.49 1.63 1.52 0.0231
C 3.13 2.05 1.70 -0.0996
C 2.18 1.04 1.83 0.0704
C 2.53 -0.31 1.58 0.0271
C 2.83 3.51 1.80 -0.1665
C 1.85 4.08 1.02 0.0197
C 1.55 5.44 1.03 0.0078
N 2.13 6.24 1.98 -0.0454
C 3.14 5.70 2.80 0.0872
C 3.49 4.30 2.72 0.0601
C 1.86 7.69 2.03 0.0428
H 4.70 -2.02 0.12 0.0966
H 3.28 -2.64 1.08 0.1024
H 4.86 -2.44 1.75 0.1221
H 5.87 0.07 1.27 0.1580
H 5.26 2.38 1.56 0.1318
H 1.14 1.32 1.87 0.0781
H 1.84 -1.13 1.47 0.1058
H 1.26 3.50 0.33 0.1094
H 0.66 5.78 0.53 0.0571
H 3.64 6.34 3.52 0.1481
H 4.28 3.89 3.33 0.1356
H 0.92 7.87 1.51 0.1000
H 2.69 8.21 1.55 0.1256
H 1.92 8.05 3.06 0.0893
C 1.29 9.76 5.87 0.0587
N 0.69 8.43 5.78 -0.0902
C -0.24 8.17 4.88 0.0413
C -0.59 6.81 4.54 0.0779
C 0.05 5.75 5.24 -0.1519
C 1.03 6.09 6.15 0.0498
C 1.22 7.45 6.46 0.0278
C -0.27 4.35 4.92 -0.1317
C -0.41 3.79 3.66 0.0461
C -0.75 2.45 3.39 0.0414
N -0.97 1.68 4.45 -0.0827
C -0.94 2.15 5.74 0.0571
C -0.52 3.48 5.98 0.0743
C -1.24 0.28 4.35 -0.0183
H 1.58 10.08 4.87 0.1182
H 2.11 9.85 6.58 0.1267
H 0.56 10.44 6.29 0.1365
H -0.73 8.99 4.37 0.1691
H -1.27 6.64 3.72 0.0259
H 1.56 5.29 6.64 0.1352
H 2.02 7.67 7.16 0.1613
H -0.32 4.46 2.83 0.0704
H -0.78 1.91 2.46 0.0953
H -1.00 1.56 6.64 0.1544
H -0.28 3.85 6.96 0.1403
H -0.27 -0.21 4.23 0.0832
H -1.72 0.05 3.39 0.0777
H -1.84 -0.14 5.15 0.1209
C -1.49 -2.75 -2.71 0.0256
N -0.70 -2.15 -3.86 -0.0382
C -0.21 -0.90 -3.77 -0.0019
C 0.61 -0.46 -4.79 0.0401
C 0.85 -1.29 -5.90 -0.1717
C 0.36 -2.55 -5.93 0.0552
C -0.44 -2.98 -4.88 0.0284
C 1.55 -0.72 -7.01 -0.1537
C 1.19 0.57 -7.44 0.0716
C 1.65 1.12 -8.68 0.0683
N 2.56 0.41 -9.36 -0.0938
C 3.01 -0.76 -8.93 0.0374
C 2.49 -1.43 -7.81 0.0887
C 2.97 0.95 -10.66 0.0758
H -0.92 -2.45 -1.83 0.0639
H -1.73 -3.82 -2.75 0.0961
H -2.41 -2.18 -2.79 0.0770
H -0.37 -0.36 -2.85 0.0865
H 1.11 0.49 -4.70 0.1201
H 0.57 -3.27 -6.70 0.1522
H -0.85 -3.98 -4.94 0.1549
H 0.46 1.18 -6.93 0.1186
H 1.49 2.09 -9.13 0.1560
H 3.76 -1.20 -9.57 0.1669
H 2.83 -2.43 -7.57 0.1368
H 2.73 2.02 -10.68 0.1147
H 2.28 0.47 -11.35 0.1422
H 4.04 0.84 -10.80 0.1334
C 4.27 -0.82 -3.97 -0.0249
C 3.59 -0.98 -2.54 -0.1404
N 3.19 -2.40 -2.29 -0.0217
C 1.99 -2.79 -1.68 -0.0562
C 1.92 -4.14 -1.68 -0.0506
N 2.96 -4.65 -2.40 -0.0625
C 3.78 -3.57 -2.79 0.0777
C 3.35 -6.09 -2.42 0.0428
H 4.02 -1.62 -4.66 0.0681
H 5.32 -0.85 -3.67 0.0880
H 3.85 0.07 -4.42 0.0668
H 2.72 -0.34 -2.44 0.0759
H 4.20 -0.72 -1.68 0.0958
H 1.46 -2.05 -1.10 0.0857
H 1.25 -4.74 -1.08 0.1346
H 4.73 -3.62 -3.31 0.1689
H 4.03 -6.35 -1.61 0.1112
H 3.93 -6.21 -3.33 0.1136
H 2.54 -6.80 -2.27 0.1105
C -5.52 4.42 1.13 -0.0384
C -5.25 3.37 -0.01 -0.1588
N -5.33 2.02 0.50 -0.0576
C -6.44 1.42 1.00 -0.0008
C -6.09 0.09 1.32 0.0250
N -4.72 -0.14 1.01 -0.0748
C -4.32 1.02 0.45 0.0221
C -3.95 -1.36 1.12 -0.0148
H -4.71 4.27 1.84 0.0541
H -6.47 4.32 1.65 0.0853
H -5.36 5.45 0.80 0.0713
H -4.27 3.51 -0.45 0.1025
H -5.98 3.35 -0.81 0.1181
H -7.31 2.02 1.22 0.1546
H -6.63 -0.74 1.74 0.1303
H -3.31 1.16 0.09 0.1113
H -3.68 -1.59 0.09 0.0721
H -4.58 -2.14 1.57 0.1023
H -3.01 -1.19 1.65 0.0672
Br -2.17 6.37 1.09 -0.3757
```